DFT (ωB97M-V/def2-TZVPD) results for 7 unconnected molecules or ions with the total composition C16H28Cl18NO4P2 in a non-equilibrium geometry.

The geometry in XYZ format:
```
69
Properties=species:S:1:pos:R:3:forces:R:3:lowdin_spin:R:1
C 1.267128 0.019954 2.743983 0.1698 0.0339 -0.3030 0.000
C 0.823360 -0.856671 1.547753 -0.5893 -0.0697 0.3300 0.001
P 1.750092 -2.484918 1.727772 -0.5264 -0.0746 0.3075 0.000
P 2.533995 -3.175235 -0.175223 0.5648 -0.4140 0.1189 0.000
O 3.282696 -4.389913 0.104090 0.4551 -0.4620 0.7843 0.000
O 1.313977 -3.545565 -1.133883 -0.0709 1.1456 -0.3386 0.000
O 3.474285 -2.128498 -0.945570 -0.6775 0.6123 0.0777 0.000
C -0.704973 -1.203936 1.693055 0.8674 -0.2116 -0.7133 0.000
C -1.630618 -0.694337 0.587033 -1.2505 -0.2996 0.8566 0.030
C -3.037821 -0.661063 1.215059 0.3451 0.7912 0.0732 0.004
C -1.727301 -1.653491 -0.603744 0.3529 0.0538 0.4329 0.016
N -1.331715 0.698333 0.149285 0.7445 -1.7676 -1.8119 0.372
O -2.099939 1.015515 -0.835909 -0.3023 0.8480 0.7446 0.516
C 0.116425 0.985596 -0.148132 0.3880 1.0393 0.0605 0.029
C 0.454473 2.285672 0.585563 -0.8159 -0.0405 -0.0481 0.008
C 0.336978 1.267170 -1.631105 0.4233 -0.4292 0.2520 0.006
C 1.067480 -0.160105 0.210034 -0.0911 0.1015 0.5358 0.006
H 1.876144 0.856278 2.419727 0.2906 -0.0154 -0.0320 0.000
H 0.414930 0.441187 3.255294 -0.2621 0.1144 0.1903 0.000
H 1.850942 -0.538398 3.465474 0.0095 -0.1087 0.2950 0.000
H 2.943923 -2.098774 2.374413 0.2062 0.1245 -0.5256 0.000
H 1.212232 -2.868086 -1.824176 -0.2146 -0.3749 0.0201 0.000
H 3.295785 -1.220274 -0.651253 0.1960 -0.1535 -0.2349 0.000
H -0.794899 -2.287176 1.675790 -0.2312 0.0870 0.0635 0.000
H -1.098819 -0.905361 2.655055 0.1666 0.3186 0.2937 0.000
H -3.812545 -0.657575 0.463857 -0.2455 -0.1932 -0.1588 0.000
H -3.128543 0.280536 1.749207 -0.0952 0.1214 0.2726 0.000
H -3.167289 -1.453875 1.939266 -0.1370 -0.3815 -0.0584 0.000
H -1.824998 -2.645403 -0.184758 0.0445 -0.3441 -0.0381 0.001
H -2.629652 -1.462837 -1.162590 -0.0082 0.2571 -0.4120 0.003
H -0.848681 -1.638494 -1.235961 0.0879 -0.0034 -0.2819 0.000
H -0.378012 2.957607 0.399426 -0.0418 0.1664 0.0533 0.000
H 1.331330 2.767775 0.171963 0.3588 -0.0449 0.1615 0.000
H 0.502485 2.161851 1.655644 0.2425 0.0402 0.2586 0.001
H 0.054640 0.426229 -2.253254 -0.2574 -0.0738 -0.1879 0.002
H 1.410094 1.409355 -1.732309 0.2436 0.0183 -0.1743 0.000
H -0.117914 2.179125 -1.960145 -0.3521 -0.0948 -0.2217 0.000
H 1.076756 -0.851212 -0.626785 -0.1946 -0.2928 -0.0618 0.000
H 2.064943 0.275620 0.255588 0.2288 0.1761 -0.1087 0.001
C 3.235251 4.259913 3.435498 -0.1333 -0.0258 -0.0100 0.000
Cl 2.032515 5.416088 2.867094 0.0215 -0.0190 -0.0138 0.000
Cl 2.635409 3.364847 4.831597 0.0131 -0.0076 -0.0127 0.000
Cl 3.699220 3.153120 2.138048 0.0924 0.0288 -0.0050 0.000
H 4.116238 4.808506 3.738181 0.0290 0.0010 0.0019 0.000
C 0.229952 6.004847 -1.983129 0.0622 -0.1158 -0.0121 0.000
Cl 0.736238 6.205326 -3.658935 -0.0420 -0.0032 0.0465 0.000
Cl -0.516575 4.427627 -1.725713 -0.2321 0.5093 -0.2800 0.000
Cl 1.594863 6.171402 -0.880097 0.0761 0.1474 0.0441 0.000
H -0.500094 6.769088 -1.753977 0.0022 0.0287 0.0211 0.000
C -4.219481 3.258382 -0.091246 -0.0196 0.0512 -0.0260 0.003
Cl -5.167852 2.778129 -1.494603 -0.0221 -0.0452 0.0459 0.000
Cl -3.832480 4.984320 -0.158562 -0.0131 -0.0263 0.0207 0.000
Cl -5.075582 2.873984 1.404109 0.0239 -0.0177 0.0343 0.001
H -3.293127 2.696304 -0.105310 -0.0219 -0.0106 -0.0676 0.001
C 0.022298 -5.822115 2.162326 0.1470 -0.0305 0.0367 0.000
Cl -1.141526 -4.710946 1.425698 -0.1142 -0.2794 -0.0056 0.000
Cl -0.673658 -6.602625 3.583969 0.0023 0.0110 -0.0444 0.000
Cl 0.601395 -6.986214 0.988314 -0.0374 -0.0710 -0.0392 0.000
H 0.875661 -5.236255 2.479441 -0.0447 0.0987 0.0488 0.000
C 3.924473 -6.790338 -1.253955 0.0341 -0.1691 0.0021 0.000
Cl 2.429598 -7.412572 -1.963187 -0.0116 -0.0251 -0.0904 0.000
Cl 4.683370 -8.013832 -0.234804 0.0477 -0.0985 0.0279 0.000
Cl 5.035464 -6.250601 -2.517192 -0.0174 0.0169 -0.0055 0.000
H 3.673908 -5.938059 -0.629370 0.0593 -0.1699 -0.1882 0.000
C -4.322937 3.307878 -5.282482 0.1046 -0.0808 0.0050 0.000
Cl -3.856803 3.515637 -6.971810 -0.0275 0.0234 -0.0036 0.000
Cl -5.045891 1.717997 -5.026774 -0.0165 0.0270 0.0126 0.000
Cl -2.936568 3.546200 -4.219387 0.0345 0.0411 -0.0309 0.000
H -5.064657 4.057367 -5.043283 -0.0186 0.0118 0.0160 0.000
```
Forces are in eV/Å.

The total energy comes out at -9948.30857 a.u. As for the frontier orbital gap (alpha / beta): 9.27 / 9.27 eV. For the LUMO energy (alpha / beta), the calculation gives -0.1 / -0.7 eV. The multiplicity is 2.